C15H23BaF3NO2P | ωB97M-V/def2-TZVPD

Positions of all 46 atoms, in Å:
C 2.235 -2.566 1.490
C 2.798 -1.531 0.715
C 1.982 -0.459 0.299
C 0.769 -0.629 0.781
C 0.030 -1.553 1.489
C 0.902 -2.601 1.874
C 2.515 0.623 -0.612
C 1.603 1.086 -1.749
N 1.665 0.351 -2.976
Ba -0.560 1.370 0.492
C -1.476 -1.552 1.679
P -2.349 -1.020 0.187
H 3.786 -1.503 0.378
H 0.451 -3.387 2.410
H 2.868 -3.343 1.779
H -1.767 -0.924 2.553
H -1.808 -2.577 1.874
H 2.811 1.525 -0.055
H 3.408 0.220 -1.081
H 0.507 1.007 -1.516
C -4.094 -0.766 0.480
C -1.989 -2.161 -1.115
H 1.743 2.165 -1.941
C 1.149 -1.008 -2.923
C 1.154 1.102 -4.104
H -2.384 2.589 0.078
H 1.349 -1.498 -3.885
H 1.634 -1.583 -2.122
H 0.051 -1.048 -2.756
H 1.373 0.561 -5.032
H 0.059 1.270 -4.055
H 1.645 2.082 -4.139
H -2.507 -3.069 -0.802
H -2.382 -1.775 -2.058
H -0.917 -2.328 -1.213
H -4.424 -1.775 0.716
H -4.235 -0.065 1.296
H -4.530 -0.382 -0.441
H -2.132 2.536 -0.680
F -1.189 4.407 3.994
C -0.128 3.560 4.040
F 0.991 4.320 4.160
F -0.242 2.834 5.177
C -0.109 2.699 2.728
O -0.068 3.367 1.692
O -0.184 1.429 2.897

Kohn-Sham gap ... 5.6 eV
Total charge ... 0

Mulliken population analysis, charges in e, atoms 1 to 6: number 1, C, carries -1.104; number 2, C, carries -0.583; number 3, C, carries -0.707; number 4, C, carries 1.827; number 5, C, carries -0.198; number 6, C, carries -0.793